Run P
Density functional theory data (wB97M-V/def2-TZVPD) for a molecular structure, C4H10N2O2.

The geometry in XYZ format:
```
18
Properties=species:S:1:pos:R:3
C 1.133 1.495 0.741
C 0.485 0.885 -0.468
C 0.541 1.430 -1.690
H -0.752 0.249 -0.252
H 1.771 0.754 1.229
H 1.745 2.366 0.489
H 0.387 1.813 1.476
H 1.025 2.383 -1.891
H 0.092 0.936 -2.548
N -1.122 -0.934 0.074
N -1.250 -1.254 1.431
C 0.434 -1.060 -0.393
O -1.984 -1.756 -0.716
O 1.224 -1.542 0.402
H -2.172 -2.506 -0.126
H -1.619 -0.460 1.939
H -0.315 -1.506 1.766
H 0.378 -1.295 -1.463
```

The HOMO-LUMO gap comes out at 9.35 eV.

=====

Run Q
Density functional theory data (wB97M-V/def2-TZVPD) for a single C4H10N2O2 molecule.

The geometry in XYZ format:
```
18
Properties=species:S:1:pos:R:3
C 1.527 0.803 -2.085
N 1.190 -0.221 -1.084
C 1.254 0.336 0.297
C -0.179 0.814 0.631
O -0.528 1.894 0.200
N -0.981 0.013 1.390
C -1.100 -1.438 1.198
O -1.408 -1.772 -0.121
H 2.550 0.690 -2.487
H 0.728 0.830 -2.834
H 1.444 1.793 -1.645
H 1.724 -1.064 -1.230
H 1.623 -0.288 1.124
H 1.937 1.187 0.237
H -1.796 0.502 1.730
H -1.931 -1.796 1.835
H -0.170 -1.867 1.567
H -0.676 -1.441 -0.662
```

The HOMO-LUMO gap comes out at 10.11 eV. The SMILES is CNCC(=O)NCO.

=====

Run R
Density functional theory data (wB97M-V/def2-TZVPD) for 2 unconnected molecules or ions with the total composition C4H10N2O2.

The geometry in XYZ format:
```
18
Properties=species:S:1:pos:R:3
N -2.106 0.044 1.449
C -1.026 -0.772 1.596
O -1.068 -1.989 1.599
C 0.373 -0.037 1.813
O 0.472 1.183 1.747
H -1.994 1.048 1.523
H -2.978 -0.379 1.159
H 0.941 -0.587 2.585
C 1.923 -0.325 -1.384
N 0.492 -0.415 -1.173
C -0.398 0.862 -1.440
H 2.161 0.074 -2.374
H 2.373 -1.323 -1.325
H 2.389 0.315 -0.629
H 0.140 -1.220 -0.668
H -0.123 1.601 -0.685
H -1.467 0.651 -1.388
H -0.104 1.268 -2.408
```

The HOMO-LUMO gap comes out at 8.02 eV. The SMILES is NC(=O)C=O.CNC.

=====

Run S
Density functional theory data (wB97M-V/def2-TZVPD) for 2 unconnected molecules or ions with the total composition C4H10N2O2.

The geometry in XYZ format:
```
18
Properties=species:S:1:pos:R:3
C 3.037 -1.216 1.675
C 2.274 0.050 1.445
N 2.076 0.434 0.120
O 1.904 0.762 2.348
H 4.051 -1.166 1.285
H 2.517 -2.062 1.229
H 3.127 -1.392 2.742
H 1.376 1.171 0.065
H 1.828 -0.304 -0.540
C -3.568 0.449 -1.282
C -2.239 0.393 -0.573
N -1.143 0.384 -1.378
O -2.151 0.408 0.635
H -4.354 0.046 -0.657
H -3.561 -0.094 -2.231
H -3.793 1.480 -1.547
H -0.228 0.403 -0.960
H -1.156 0.255 -2.375
```

The HOMO-LUMO gap comes out at 10.48 eV. The SMILES is CC(N)=O.CC(N)=O.

=====

Most stable structure: run S

=====

Run P
Density functional theory data (wB97M-V/def2-TZVPD) for 2 unconnected molecules or ions with the total composition C4H10N2O2.

The geometry in XYZ format:
```
18
Properties=species:S:1:pos:R:3
C 2.371 -0.562 1.301
C 1.374 -1.711 0.793
N 1.898 -2.686 -0.120
O 0.222 -1.747 0.991
H 3.326 -0.505 0.834
H 2.412 -0.722 2.363
H 1.780 0.314 0.911
H 1.346 -3.618 -0.353
H 2.893 -2.543 -0.345
C -2.345 0.557 -0.308
C -1.428 1.702 -0.799
N -1.404 2.951 -0.193
O -0.777 1.420 -1.766
H -3.370 0.993 -0.649
H -2.393 0.507 0.681
H -2.117 -0.458 -1.009
H -0.722 3.537 -0.606
H -1.994 3.337 0.635
```

The HOMO-LUMO gap comes out at 10.30 eV. The SMILES is CC(N)=O.CC(N)=O.

=====

Run Q
Density functional theory data (wB97M-V/def2-TZVPD) for 2 unconnected molecules or ions with the total composition C4H10N2O2.

The geometry in XYZ format:
```
18
Properties=species:S:1:pos:R:3
C -0.054 -2.955 1.174
C -0.448 -1.513 1.450
N -0.732 -1.194 2.737
O -0.460 -0.689 0.554
H -0.279 -3.586 2.036
H 1.000 -2.969 0.916
H -0.664 -3.328 0.354
H -0.847 -0.221 2.968
H -0.773 -1.903 3.451
C 0.777 1.013 -1.813
C -0.220 2.141 -1.780
N 0.309 3.386 -1.598
O -1.413 1.991 -1.951
H 0.621 0.501 -2.766
H 0.481 0.233 -1.109
H 1.785 1.355 -1.637
H -0.344 4.151 -1.621
H 1.262 3.587 -1.364
```

The HOMO-LUMO gap comes out at 10.05 eV. The SMILES is CC(N)=O.CC(N)=O.

=====

Most stable structure: run Q

=====

Run P
Density functional theory data (wB97M-V/def2-TZVPD) for a molecular structure, C3H3Br2N.

The geometry in XYZ format:
```
9
Properties=species:S:1:pos:R:3
C 0.609 1.230 0.533
C 0.379 -0.222 0.718
C -0.317 -0.378 -0.643
N 0.489 2.307 0.183
Br -2.086 0.192 -0.276
Br -0.346 -2.193 -1.405
H 1.413 -0.686 0.818
H -0.148 -0.582 1.565
H 0.005 0.331 -1.493
```

The HOMO-LUMO gap comes out at 10.82 eV.

=====

Run Q
Density functional theory data (wB97M-V/def2-TZVPD) for a single C3H3Br2N molecule.

The geometry in XYZ format:
```
9
Properties=species:S:1:pos:R:3
Br 3.355 -0.349 -0.014
C 1.588 -0.768 -0.218
C 0.590 0.199 0.261
N -0.741 -0.069 0.158
C -1.811 0.502 -0.107
Br -3.440 -0.432 0.216
H 1.602 -1.723 -0.768
H 0.902 1.134 0.786
H -2.045 1.506 -0.315
```

The HOMO-LUMO gap comes out at 8.26 eV. The SMILES is Br/C=C/N=C/Br.

=====

Most stable structure: run P

=====

Run P
Density functional theory data (wB97M-V/def2-TZVPD) for 12 unconnected molecules or ions with the total composition H23O12.

The geometry in XYZ format:
```
35
Properties=species:S:1:pos:R:3
O -0.382 1.884 -2.101
H 2.071 -1.139 -2.201
H -3.521 -1.640 1.880
O -1.293 0.910 0.696
H -1.451 -0.046 0.801
H -1.249 0.873 -0.274
O -4.106 1.505 -0.191
H -3.599 1.362 -1.003
O -3.328 -1.570 0.935
H 3.967 -2.454 2.174
H -2.441 -1.958 0.867
O 1.946 -2.127 -2.277
H 2.283 -1.418 1.163
H -3.063 0.176 -2.910
O -0.624 -2.023 1.174
H 0.904 -0.110 4.153
H -3.404 1.471 0.476
O 3.655 -2.169 1.303
H 4.351 -1.696 0.832
H -0.731 -2.311 0.262
O 1.944 3.836 -1.368
H 2.296 3.011 -1.719
H 1.127 3.895 -1.888
O 1.664 -0.627 1.233
H 2.076 0.021 0.636
H -1.742 0.803 -2.139
O 0.392 0.294 4.869
H -0.448 2.164 -1.174
H 2.048 0.933 -2.382
O 1.585 0.411 -1.697
H -0.487 0.461 4.516
H 0.158 -1.446 1.171
O -2.358 0.049 -2.282
H 0.394 1.106 -1.960
H 1.366 -2.427 -1.577
```

Its net charge is -1. The HOMO-LUMO gap comes out at 8.22 eV.

=====

Run Q
Density functional theory data (wB97M-V/def2-TZVPD) for 12 unconnected molecules or ions with the total composition H23O12.

The geometry in XYZ format:
```
35
Properties=species:S:1:pos:R:3
O -0.157 0.062 -0.461
H -0.397 0.632 0.266
O -1.015 -2.337 -1.050
H -1.917 -2.293 -0.768
H -0.849 -1.428 -0.897
O 1.194 0.304 3.132
H 1.575 0.493 2.275
H 0.486 0.927 3.272
O -2.856 1.527 0.257
H -2.434 0.741 -0.086
H -2.528 2.281 -0.288
O 1.695 2.296 1.129
H 1.245 1.881 0.402
H 2.604 2.017 1.026
O -1.671 0.831 -2.551
H -1.094 0.499 -1.854
H -1.051 1.393 -3.031
O -0.392 -1.355 1.780
H 0.146 -0.843 2.332
H -0.286 -0.899 0.951
O -2.713 0.062 2.777
H -2.100 0.842 2.836
H -2.619 -0.273 1.880
O 0.458 2.414 -1.458
H 1.254 2.164 -1.935
H 0.160 1.574 -1.163
O 1.436 -3.009 -0.479
H 1.705 -3.200 -1.379
H 0.491 -2.754 -0.469
O 1.466 -0.928 -2.528
H 1.021 -0.889 -1.642
H 0.667 -1.139 -3.042
O 2.416 -0.289 0.347
H 1.504 -0.064 0.081
H 2.556 -1.239 0.337
```

Its net charge is -1. The HOMO-LUMO gap comes out at 10.15 eV.

=====

Run R
Density functional theory data (wB97M-V/def2-TZVPD) for a molecular structure, H23O12.

The geometry in XYZ format:
```
35
Properties=species:S:1:pos:R:3
O -1.599 -0.421 2.230
H 1.047 0.277 -3.605
H -1.960 -1.759 0.340
O -1.200 3.644 -0.728
H -2.111 3.654 -0.406
H -0.762 3.250 0.038
O 0.487 0.697 1.665
H 0.689 1.048 0.788
O -1.622 -2.470 -0.208
H -0.855 -2.490 -2.266
H -1.752 -3.380 0.030
O 1.357 -0.213 -4.381
H 1.382 2.039 -3.777
H -3.231 -1.184 3.157
O 0.989 2.659 3.265
H 1.587 -0.200 -0.002
H -1.311 -0.195 -1.357
O -1.087 -2.892 -3.120
H -1.472 -3.749 -2.939
H 1.255 1.738 3.268
O 3.572 -0.559 3.183
H 3.953 -0.672 2.313
H 2.637 -0.337 3.115
O 2.223 2.204 -4.198
H 2.895 1.814 -3.634
H -2.139 -1.991 3.426
O 1.622 -0.777 -0.798
H -1.588 -0.083 3.128
H -1.288 1.265 -0.807
O -1.505 0.728 -1.570
H 1.624 -1.550 -0.204
H 0.357 2.640 2.542
O -2.937 -1.722 3.909
H -0.526 0.136 1.773
H 1.265 -1.148 -4.169
```

Its net charge is -1. The HOMO-LUMO gap comes out at 8.83 eV.

=====

Most stable structure: run Q

=====

Run P
Density functional theory data (wB97M-V/def2-TZVPD) for 6 unconnected molecules or ions with the total composition CH14O5.

The geometry in XYZ format:
```
20
Properties=species:S:1:pos:R:3
C -1.688 1.174 -1.643
H -2.554 1.703 -2.068
H -1.102 0.853 -2.537
H -1.254 1.955 -0.953
H -1.978 0.353 -0.983
O -1.189 -1.541 0.551
H -0.917 -1.423 1.454
H -1.993 -0.936 0.499
O 2.631 2.976 1.651
H 3.342 2.629 2.160
H 2.766 2.493 0.885
O -1.348 -2.352 -1.987
H -1.000 -2.180 -1.145
H -0.941 -3.300 -2.186
O 1.681 0.662 -1.822
H 1.182 0.492 -0.983
H 1.627 -0.069 -2.356
O -0.134 -0.861 3.033
H -0.677 -0.481 3.753
H 0.503 -0.209 2.907
```

The HOMO-LUMO gap comes out at 10.93 eV. The SMILES is C.O.O.O.O.O.

=====

Run Q
Density functional theory data (wB97M-V/def2-TZVPD) for 6 unconnected molecules or ions with the total composition CH14O5.

The geometry in XYZ format:
```
20
Properties=species:S:1:pos:R:3
C -0.198 1.206 -1.495
H 0.156 1.038 -0.486
H 0.553 1.749 -2.078
H -1.160 1.684 -1.591
H -0.120 0.222 -1.963
O -0.623 -2.059 0.464
H 0.104 -1.866 -0.116
H -0.197 -2.535 1.182
O 2.082 0.639 1.533
H 1.717 0.755 2.406
H 1.805 1.460 1.067
O -2.792 -0.419 -0.803
H -1.982 -0.818 -0.466
H -3.160 -1.178 -1.292
O -0.577 1.043 1.916
H -1.371 1.567 2.089
H -1.025 0.304 1.435
O 1.924 -1.157 -0.612
H 2.269 -0.568 0.093
H 2.597 -1.066 -1.283
```

The HOMO-LUMO gap comes out at 11.54 eV. The SMILES is C.O.O.O.O.O.

=====

Most stable structure: run Q

=====

Run P
Density functional theory data (wB97M-V/def2-TZVPD) for 2 unconnected molecules or ions with the total composition C2H5NO2.

The geometry in XYZ format:
```
10
Properties=species:S:1:pos:R:3
N -1.459 -1.443 -0.947
C -1.496 -0.199 -0.404
O -1.804 0.075 0.802
H -1.788 -1.686 -1.879
H -2.052 -1.952 -0.257
H -0.998 0.650 -1.170
C 2.436 0.525 -0.061
O 2.353 1.255 0.934
H 3.446 0.337 -0.544
H 1.578 0.161 -0.618
```

The HOMO-LUMO gap comes out at 10.87 eV. The SMILES is NC=O.C=O.

=====

Run Q
Density functional theory data (wB97M-V/def2-TZVPD) for a single C2H5NO2 molecule.

The geometry in XYZ format:
```
10
Properties=species:S:1:pos:R:3
C -0.429 1.000 0.018
C -0.224 -0.493 -0.026
O -1.382 -1.180 -0.109
N 0.834 -1.171 0.209
O 2.034 -0.547 0.050
H -1.494 1.204 0.064
H 0.061 1.445 0.884
H -0.027 1.457 -0.887
H -1.197 -2.127 -0.045
H 1.823 0.412 -0.158
```

The HOMO-LUMO gap comes out at 9.78 eV. The SMILES is C/C(O)=N\O.

=====

Run R
Density functional theory data (wB97M-V/def2-TZVPD) for a single C2H5NO2 molecule.

The geometry in XYZ format:
```
10
Properties=species:S:1:pos:R:3
C -0.600 1.439 0.151
O -0.063 0.170 0.873
C 0.411 -0.447 -0.205
N 0.265 -1.843 -0.064
O 1.174 -0.054 -1.074
H 0.025 1.813 -0.658
H -0.518 2.161 0.960
H -1.648 1.398 -0.129
H 0.199 -2.211 0.869
H 0.756 -2.426 -0.723
```

The HOMO-LUMO gap comes out at 10.86 eV. The SMILES is COC(N)=O.

=====

Most stable structure: run R